Entry 1:
# C31H48GeN5OPSSi3Ti

C31H48GeN5OPSSi3Ti as an isolated structure (ωB97M-V/def2-TZVPD, OMol25).

ORCA input file:
```
! RIJCOSX wB97M-V def2-TZVPD def2/J DEFGRID3
* xyz 1 4
Ti -0.496 -0.782 -0.219
C -1.431 -5.526 -1.757
C -2.146 -4.450 -1.033
N -2.894 -4.600 0.012
N -3.310 -3.337 0.327
C -2.798 -2.399 -0.464
S -2.984 -0.715 -0.449
N -2.089 -3.118 -1.381
N -1.151 -2.461 -2.187
H -1.702 -6.482 -1.316
H -0.349 -5.403 -1.673
H -1.700 -5.530 -2.814
H -3.831 -3.167 1.176
H -1.582 -2.181 -3.063
H -0.379 -3.090 -2.379
C 1.706 -2.909 -3.784
Si 2.568 -1.296 -3.337
C 3.160 -0.497 -4.924
C 4.014 -1.717 -2.233
Ge 1.184 0.324 -2.238
Si -0.501 1.413 -3.544
C -1.626 0.186 -4.407
C 0.431 2.425 -4.814
C -1.535 2.526 -2.456
Si 2.564 1.791 -0.936
C 1.573 3.242 -0.314
C 3.869 2.397 -2.143
C 3.397 0.844 0.440
H 2.382 -3.505 -4.405
H 0.793 -2.760 -4.367
H 1.495 -3.509 -2.891
H 3.901 -1.139 -5.411
H 3.627 0.473 -4.738
H 2.335 -0.345 -5.626
H 4.637 -2.481 -2.710
H 3.686 -2.106 -1.265
H 4.643 -0.843 -2.049
H -1.073 -0.625 -4.891
H -2.197 0.702 -5.184
H -2.352 -0.230 -3.701
H 1.009 1.793 -5.493
H 1.120 3.129 -4.339
H -0.278 3.006 -5.414
H -1.984 1.963 -1.636
H -2.346 2.973 -3.040
H -0.939 3.335 -2.026
H 1.227 3.867 -1.142
H 2.201 3.868 0.329
H 0.705 2.907 0.261
H 3.430 2.911 -3.003
H 4.488 1.578 -2.518
H 4.532 3.107 -1.636
H 2.667 0.329 1.065
H 3.965 1.534 1.075
H 4.101 0.110 0.041
O 1.256 -3.304 0.714
C 0.586 -2.472 0.312
N -0.120 0.523 1.045
P -0.684 0.702 2.506
C 0.587 0.958 3.760
C 0.551 0.371 5.021
C 1.541 0.659 5.951
C 2.564 1.536 5.626
C 2.600 2.132 4.371
C 1.615 1.845 3.442
C -1.776 2.131 2.653
C -2.283 2.708 1.494
C -3.144 3.793 1.575
C -3.500 4.300 2.816
C -2.991 3.731 3.977
C -2.127 2.651 3.898
C -1.658 -0.727 3.077
C -1.006 -1.954 3.233
C -1.715 -3.090 3.587
C -3.089 -3.012 3.795
C -3.746 -1.799 3.635
C -3.033 -0.660 3.276
H -0.246 -0.313 5.284
H 1.511 0.196 6.930
H 3.335 1.759 6.353
H 3.397 2.822 4.121
H 1.637 2.309 2.462
H -1.980 2.311 0.533
H -3.532 4.244 0.670
H -4.171 5.148 2.881
H -3.261 4.137 4.944
H -1.719 2.219 4.805
H 0.068 -2.013 3.100
H -1.198 -4.032 3.718
H -3.642 -3.894 4.095
H -4.813 -1.732 3.808
H -3.552 0.283 3.156
*
```

Results
HOMO (alpha / beta) = -9.2 / -11.0 eV
gap between HOMO and LUMO (alpha / beta) = 7.17 / 6.87 eV
lowest unoccupied orbital energy (alpha / beta) = -2.05 / -4.14 eV
energy above the lowest of the compared OMol25 structures with the same formula, charge and spin = 0.00 kcal/mol


Entry 2:
# C31H48I2N4NiO4PSi2

C31H48I2N4NiO4PSi2 as an isolated structure at a distorted geometry (ωB97M-V/def2-TZVPD, OMol25).

ORCA input file:
```
! RIJCOSX wB97M-V def2-TZVPD def2/J DEFGRID3
* xyz -1 3
Ni 0.246 -0.054 0.059
I 6.560 0.743 4.863
C 5.155 0.452 3.317
C 5.577 0.424 2.000
C 4.633 0.256 1.007
I 5.298 0.174 -0.984
C 3.227 0.115 1.231
O 2.403 -0.017 0.254
C 2.869 0.116 2.622
C 1.426 -0.055 3.023
N 0.551 0.764 2.187
C 0.795 2.188 2.329
C 0.321 2.954 1.121
C 0.361 4.343 1.092
C -0.070 4.996 -0.050
C -0.544 4.240 -1.113
C -0.544 2.861 -0.998
N -0.111 2.234 0.097
C 3.814 0.302 3.617
H 6.621 0.540 1.744
H 1.128 -1.096 2.907
H 1.321 0.197 4.088
H -0.420 0.550 2.362
H 0.338 2.604 3.236
H 1.873 2.340 2.417
H 0.738 4.888 1.949
H -0.040 6.077 -0.107
H -0.898 4.709 -2.021
H -0.897 2.219 -1.798
H 3.484 0.322 4.650
C 2.379 -1.430 -2.767
Si 1.305 0.095 -3.045
C 1.154 0.217 -4.940
C 2.192 1.701 -2.593
N -0.070 -0.032 -2.032
C -1.393 -0.186 -2.355
C -1.869 -0.321 -3.676
C -3.221 -0.369 -3.993
C -4.154 -0.308 -2.974
C -3.715 -0.226 -1.656
C -2.358 -0.192 -1.294
N -1.892 -0.182 0.009
Si -2.984 -0.202 1.321
C -2.277 -0.257 3.089
C -4.123 -1.731 1.299
C -4.058 1.368 1.407
H 3.348 -1.361 -3.271
H 1.870 -2.336 -3.108
H 2.562 -1.511 -1.695
H 2.150 0.436 -5.338
H 0.488 1.025 -5.257
H 0.811 -0.712 -5.404
H 3.180 1.769 -3.059
H 2.323 1.750 -1.509
H 1.606 2.568 -2.913
H -1.131 -0.363 -4.467
H -3.539 -0.445 -5.027
H -5.215 -0.335 -3.196
H -4.461 -0.182 -0.872
H -1.487 -1.003 3.211
H -3.098 -0.533 3.755
H -1.917 0.718 3.437
H -3.532 -2.608 1.018
H -4.939 -1.648 0.578
H -4.563 -1.922 2.283
H -3.414 2.254 1.408
H -4.660 1.386 2.322
H -4.733 1.462 0.554
C -1.655 -4.550 -1.436
C -0.899 -3.239 -1.373
O 0.258 -3.412 -0.519
P 0.527 -2.273 0.603
O 1.879 -2.899 1.225
C 3.071 -3.157 0.470
C 3.539 -4.565 0.777
O -0.464 -2.670 1.817
C -0.437 -3.957 2.441
C -1.848 -4.342 2.837
H -2.524 -4.450 -2.088
H -1.997 -4.837 -0.439
H -1.009 -5.343 -1.817
H -1.539 -2.440 -0.988
H -0.554 -2.939 -2.362
H 3.824 -2.427 0.769
H 2.881 -3.046 -0.596
H 3.745 -4.673 1.844
H 4.452 -4.782 0.221
H 2.767 -5.285 0.496
H 0.204 -3.898 3.324
H -0.004 -4.694 1.764
H -2.290 -3.567 3.465
H -1.833 -5.287 3.382
H -2.476 -4.453 1.953
*
```

Results
HOMO (alpha / beta) = -3.2 / -3.2 eV
gap between HOMO and LUMO (alpha / beta) = 5.29 / 5.26 eV
lowest unoccupied orbital energy (alpha / beta) = 2.11 / 2.11 eV


Entry 3:
# C31H48N2O4S

A 3-piece molecular cluster, C31H48N2O4S overall at a distorted geometry (ωB97M-V/def2-TZVPD, OMol25).

ORCA input file:
```
! RIJCOSX wB97M-V def2-TZVPD def2/J DEFGRID3
* xyz 0 3
O 1.487 -2.362 1.656
C 0.648 -1.493 1.066
C 0.997 0.137 0.924
C -0.092 1.195 0.913
C -1.664 0.658 1.104
O -2.485 1.405 1.847
C -2.017 -0.775 0.388
C -3.434 -1.188 -0.326
C -4.689 -0.093 -0.410
C -5.980 -0.835 0.277
C -7.306 0.110 0.468
S -6.955 1.899 0.896
C -3.697 -2.664 -1.006
C -2.525 -3.815 -0.968
C -1.081 -3.435 -0.277
C -0.813 -1.935 0.383
H 2.145 0.441 0.828
H 0.182 2.333 0.809
H -4.864 0.122 -1.570
H -4.359 0.907 0.099
H -5.662 -1.404 1.274
H -6.300 -1.705 -0.475
H -7.917 -0.340 1.390
H -8.034 -0.035 -0.467
H -5.869 1.941 1.804
H -4.738 -2.926 -1.488
H -2.712 -4.868 -1.442
H -0.198 -4.210 -0.220
C -0.635 2.791 -3.939
C -1.492 1.508 -4.101
C -0.946 0.642 -5.268
C -1.305 1.174 -6.648
C -2.811 1.387 -6.764
C -3.381 2.301 -5.646
N -2.937 1.887 -4.269
O -3.708 0.769 -3.898
C -2.963 3.771 -5.927
C -4.939 2.337 -5.796
C -1.206 0.730 -2.771
H -0.625 3.436 -4.814
H -0.977 3.387 -3.085
H 0.417 2.536 -3.755
H -1.339 -0.380 -5.184
H 0.145 0.554 -5.195
H -0.764 2.104 -6.850
H -0.981 0.457 -7.410
H -3.037 1.810 -7.750
H -3.305 0.406 -6.733
H -3.155 4.411 -5.056
H -3.536 4.193 -6.764
H -1.920 3.881 -6.218
H -5.394 1.341 -5.739
H -5.232 2.745 -6.771
H -5.395 2.969 -5.024
H -1.604 1.267 -1.901
H -0.127 0.607 -2.612
H -1.631 -0.281 -2.775
C 7.080 -1.385 3.681
C 6.506 -0.642 4.916
C 6.438 -1.601 6.134
C 5.285 -2.592 6.072
C 3.962 -1.861 5.858
C 3.976 -0.940 4.610
N 5.177 -0.034 4.564
O 4.945 1.017 5.471
C 3.913 -1.817 3.328
C 2.622 -0.154 4.572
C 7.613 0.424 5.224
H 6.490 -2.240 3.359
H 7.182 -0.706 2.826
H 8.078 -1.787 3.897
H 6.335 -1.017 7.059
H 7.378 -2.158 6.231
H 5.455 -3.327 5.280
H 5.238 -3.157 7.010
H 3.156 -2.601 5.775
H 3.741 -1.270 6.758
H 4.140 -1.225 2.431
H 2.910 -2.239 3.184
H 4.578 -2.678 3.355
H 2.450 0.438 5.478
H 1.770 -0.841 4.496
H 2.580 0.518 3.706
H 7.688 1.164 4.418
H 8.597 -0.051 5.325
H 7.433 0.957 6.165
*
```

Results
HOMO (alpha / beta) = -8.9 / -8.9 eV
gap between HOMO and LUMO (alpha / beta) = 7.09 / 7.09 eV
lowest unoccupied orbital energy (alpha / beta) = -1.77 / -1.77 eV


Entry 4:
# C31H48O2P2Tc

C31H48O2P2Tc as an isolated structure at a distorted geometry (ωB97M-V/def2-TZVPD, OMol25).

ORCA input file:
```
! RIJCOSX wB97M-V def2-TZVPD def2/J DEFGRID3
* xyz 2 4
Tc 0.505 0.375 1.475
C 1.074 0.339 3.578
C 2.136 0.884 2.758
C 0.317 2.330 2.644
C -0.072 1.230 3.478
C 1.658 2.120 2.189
C 1.242 -0.876 4.414
H 2.047 -1.519 4.039
H 0.310 -1.451 4.405
H 1.460 -0.618 5.458
C -1.390 1.130 4.136
H -1.782 0.056 4.069
H -2.109 1.816 3.663
H -1.331 1.358 5.212
C -0.493 3.552 2.391
H -0.445 4.235 3.251
H -1.545 3.300 2.223
H -0.112 4.095 1.523
C 2.475 3.106 1.427
H 2.978 3.800 2.114
H 1.845 3.699 0.758
H 3.250 2.610 0.840
C 3.535 0.371 2.692
H 4.162 0.835 3.465
H 3.987 0.599 1.724
H 3.559 -0.711 2.835
C -0.604 -1.385 0.848
C 0.604 -1.769 1.478
C 1.814 -2.257 0.702
C 2.296 -1.264 -0.372
C 1.888 0.184 -0.117
C 0.664 0.745 -0.605
C -0.343 -0.082 -1.375
C -0.793 -1.373 -0.665
H 1.592 -3.233 0.242
H 1.997 -1.604 -1.378
H 2.631 -2.435 1.419
H -0.290 -2.241 -1.110
H -1.506 -1.576 1.443
H 0.472 -2.285 2.434
H -1.866 -1.509 -0.850
H -1.236 0.534 -1.549
H 0.679 1.812 -0.848
H 0.031 -0.318 -2.382
H 3.395 -1.290 -0.365
H 2.746 0.867 -0.096
P -0.903 -0.328 -5.763
P -0.571 2.335 -7.233
C -0.923 -0.427 -7.637
C -1.279 0.929 -8.249
H -1.658 -1.191 -7.925
H 0.072 -0.765 -7.964
H -0.903 1.024 -9.278
H -2.369 1.080 -8.262
C -1.371 3.706 -8.159
H -0.918 4.649 -7.831
H -2.441 3.714 -7.917
H -1.230 3.577 -9.240
C 1.077 2.424 -8.059
H 0.960 2.431 -9.151
H 1.701 1.577 -7.750
H 1.556 3.356 -7.734
C -2.359 -1.405 -5.426
H -2.400 -1.610 -4.348
H -2.272 -2.346 -5.986
H -3.272 -0.875 -5.726
C 0.440 -1.541 -5.441
H 1.397 -1.087 -5.731
H 0.270 -2.461 -6.016
H 0.458 -1.765 -4.365
O -2.749 -3.502 4.330
C -2.307 -2.380 4.639
O -2.096 -1.405 3.823
C -1.979 -2.261 6.111
C -1.238 -1.187 6.622
C -0.864 -1.111 7.964
C -1.282 -2.114 8.852
C -2.043 -3.196 8.376
C -2.382 -3.260 7.020
H -0.931 -0.408 5.938
H -0.258 -0.259 8.286
H -1.030 -2.025 9.908
H -2.370 -3.972 9.071
H -2.959 -4.108 6.637
*
```

Results
HOMO (alpha / beta) = -13.4 / -13.3 eV
gap between HOMO and LUMO (alpha / beta) = 7.33 / 4.82 eV
lowest unoccupied orbital energy (alpha / beta) = -6.03 / -8.45 eV
energy above the lowest of the compared OMol25 structures with the same formula, charge and spin = 5.45 kcal/mol


Number 1: energy -165809.643 eV. Number 2: energy -129373.186 eV. Number 3: energy -54913.201 eV. Number 4: energy -57778.453 eV.